Density functional theory data (wB97M-V/def2-TZVPD) for a molecular structure, C96H192Cl2Hg2N10O14 at a distorted geometry.

Frontier orbital gap = 7.536 eV
LUMO = -0.50 eV
HOMO level = -0.2952 hartree

Geometry (Å):
Hg -0.580 3.600 1.892
Hg 2.435 -2.604 -2.443
C 1.885 0.314 0.867
C 0.838 1.148 1.144
C -0.541 0.997 0.429
O -1.569 1.602 0.839
C -0.590 0.158 -0.709
C 0.454 -0.699 -1.084
C 1.790 -0.605 -0.227
O 2.716 -1.345 -0.649
O 0.549 -1.501 -2.028
O 0.968 2.140 1.895
H 2.789 0.622 1.470
H -1.530 0.223 -1.172
Cl -2.194 5.212 1.547
Cl 3.527 -3.159 -4.612
C 0.260 -3.618 -7.376
C 0.436 -2.313 -8.230
C -0.889 -1.788 -8.789
C -1.704 -1.045 -7.788
C -0.842 0.150 -7.309
C 0.455 -0.262 -6.729
N 1.148 -1.155 -7.689
O 2.417 -1.571 -7.238
C 1.386 1.003 -6.708
C 0.278 -0.789 -5.280
C 1.333 -2.781 -9.425
H 1.127 -3.837 -6.831
H 0.182 -4.448 -8.063
H -0.567 -3.594 -6.668
H -0.752 -1.237 -9.722
H -1.456 -2.681 -9.094
H -1.889 -1.742 -7.004
H -2.691 -0.716 -8.098
H -1.360 0.722 -6.501
H -0.700 0.827 -8.150
H 0.837 1.802 -6.173
H 2.282 0.669 -6.174
H 1.599 1.231 -7.782
H 0.216 0.056 -4.586
H -0.605 -1.457 -5.055
H 1.184 -1.389 -5.135
H 2.210 -3.300 -9.120
H 1.604 -1.873 -9.846
H 0.716 -3.382 -10.042
H 2.365 -2.242 -6.535
C -2.913 -2.207 -1.804
C -3.583 -2.596 -3.195
C -2.783 -3.694 -3.726
C -3.419 -4.214 -5.012
C -4.762 -4.824 -4.550
C -5.715 -3.857 -3.927
N -4.965 -3.033 -2.896
O -5.720 -1.989 -2.352
C -6.511 -2.896 -4.870
C -6.795 -4.754 -3.177
C -3.616 -1.331 -4.143
H -3.297 -1.235 -1.422
H -1.829 -2.137 -1.830
H -3.143 -3.033 -1.088
H -1.783 -3.310 -3.717
H -2.832 -4.455 -3.007
H -2.772 -5.071 -5.303
H -3.346 -3.519 -5.879
H -4.565 -5.635 -3.870
H -5.280 -5.278 -5.391
H -7.285 -2.380 -4.315
H -5.885 -2.115 -5.358
H -7.075 -3.384 -5.686
H -6.426 -5.171 -2.223
H -7.688 -4.238 -2.840
H -7.105 -5.617 -3.726
H -3.748 -1.684 -5.152
H -2.550 -0.979 -4.238
H -4.304 -0.546 -3.813
H -6.102 -2.340 -1.514
C -3.283 2.983 -3.010
C -2.061 3.512 -3.672
C -2.279 3.918 -5.085
C -2.949 5.330 -5.279
C -2.050 6.258 -4.463
C -1.946 5.890 -3.006
N -1.320 4.591 -2.987
O -1.043 4.254 -1.657
C -0.953 6.932 -2.352
C -3.321 6.206 -2.268
C -1.055 2.266 -3.689
H -3.819 2.189 -3.563
H -4.021 3.759 -2.927
H -3.027 2.609 -2.008
H -1.408 4.060 -5.672
H -2.942 3.165 -5.593
H -4.018 5.293 -4.912
H -2.976 5.721 -6.307
H -2.346 7.286 -4.495
H -1.029 6.284 -4.906
H 0.049 6.845 -2.844
H -1.434 7.936 -2.477
H -0.882 6.716 -1.242
H -3.421 7.269 -2.415
H -4.225 5.803 -2.726
H -3.284 6.155 -1.213
H -0.178 2.728 -4.237
H -1.580 1.502 -4.313
H -0.848 1.803 -2.715
H -1.833 4.578 -1.184
C 2.613 1.723 -3.493
C 4.154 1.745 -3.522
C 4.644 3.048 -2.917
C 6.096 3.082 -2.647
C 6.476 1.852 -1.809
C 5.990 0.520 -2.414
N 4.552 0.613 -2.695
O 4.067 -0.661 -3.084
C 6.867 0.072 -3.568
C 6.142 -0.602 -1.338
C 4.546 1.737 -4.985
H 2.243 1.854 -2.456
H 2.100 0.835 -3.915
H 2.227 2.574 -4.114
H 4.343 3.851 -3.540
H 3.987 3.099 -2.011
H 6.505 3.971 -2.132
H 6.566 3.107 -3.648
H 6.126 1.965 -0.823
H 7.536 1.770 -1.738
H 7.795 -0.393 -3.213
H 6.328 -0.629 -4.245
H 7.125 0.941 -4.239
H 5.992 -1.560 -1.993
H 7.193 -0.699 -0.960
H 5.435 -0.504 -0.496
H 5.629 1.949 -5.157
H 4.012 2.467 -5.534
H 4.402 0.766 -5.464
H 4.164 -0.750 -4.008
C 5.043 1.360 5.270
C 4.948 -0.141 5.637
C 3.667 -0.105 6.365
C 3.129 -1.564 6.565
C 3.098 -2.328 5.184
C 4.409 -2.219 4.427
N 4.870 -0.873 4.382
O 6.207 -0.820 3.808
C 5.429 -3.109 5.083
C 4.162 -2.583 2.964
C 6.112 -0.562 6.579
H 5.890 1.638 4.684
H 4.938 1.964 6.191
H 4.125 1.642 4.726
H 3.834 0.311 7.317
H 2.923 0.537 5.933
H 2.174 -1.537 7.086
H 3.826 -2.070 7.230
H 2.237 -2.049 4.602
H 2.867 -3.341 5.415
H 5.366 -3.172 6.123
H 5.408 -4.119 4.624
H 6.454 -2.744 4.894
H 3.636 -1.691 2.527
H 5.064 -2.713 2.379
H 3.532 -3.491 2.724
H 7.110 -0.687 6.124
H 5.987 -1.467 7.187
H 6.305 0.197 7.385
H 6.070 -0.070 3.170
C -4.763 -0.199 2.504
C -5.474 0.921 1.747
C -6.942 0.630 1.860
C -7.817 1.811 1.350
C -7.400 3.100 1.949
C -5.938 3.382 1.879
N -5.224 2.219 2.470
O -3.808 2.405 2.412
C -5.578 3.885 0.483
C -5.674 4.605 2.858
C -4.991 0.805 0.224
H -5.036 -0.011 3.581
H -3.699 -0.048 2.365
H -5.085 -1.090 2.015
H -7.273 -0.282 1.293
H -7.213 0.518 2.905
H -8.876 1.738 1.681
H -7.849 1.720 0.269
H -7.624 3.099 3.016
H -7.918 3.965 1.486
H -5.885 3.195 -0.287
H -6.069 4.855 0.281
H -4.491 3.949 0.513
H -5.381 4.274 3.860
H -4.815 5.240 2.558
H -6.559 5.268 2.870
H -4.015 1.343 0.141
H -5.756 1.205 -0.440
H -4.816 -0.232 -0.206
H -3.551 2.535 1.487
C -3.871 2.953 6.450
C -2.407 3.584 6.536
C -1.905 3.697 7.901
C -1.398 2.371 8.500
C -0.449 1.636 7.570
C -0.974 1.505 6.181
N -1.420 2.881 5.709
O -1.789 2.833 4.342
C 0.056 1.036 5.208
C -2.148 0.503 6.080
C -2.531 4.986 5.915
H -4.755 3.650 6.433
H -4.111 2.236 7.258
H -4.060 2.408 5.528
H -1.177 4.495 7.955
H -2.817 3.959 8.538
H -2.259 1.699 8.721
H -0.923 2.563 9.458
H -0.200 0.689 8.077
H 0.477 2.188 7.441
H 0.437 0.040 5.434
H -0.481 0.941 4.189
H 0.928 1.718 5.068
H -2.505 0.656 5.063
H -1.785 -0.517 6.164
H -2.903 0.649 6.833
H -2.993 4.956 4.904
H -1.539 5.488 5.809
H -3.179 5.559 6.580
H -2.727 2.705 4.260
C 3.818 -6.296 0.253
C 3.669 -5.462 -1.024
C 3.946 -6.328 -2.268
C 2.850 -7.295 -2.595
C 1.530 -6.566 -2.768
C 1.155 -5.765 -1.507
N 2.248 -4.849 -1.195
O 1.895 -4.160 -0.038
C -0.031 -4.893 -1.932
C 0.614 -6.716 -0.449
C 4.699 -4.316 -1.012
H 3.254 -5.775 1.084
H 4.906 -6.278 0.557
H 3.507 -7.354 0.166
H 4.090 -5.613 -3.119
H 4.905 -6.869 -2.124
H 2.735 -8.085 -1.818
H 3.091 -7.814 -3.477
H 0.735 -7.230 -3.138
H 1.648 -5.794 -3.575
H -0.825 -5.539 -2.210
H -0.329 -4.336 -1.029
H 0.283 -4.210 -2.682
H 1.430 -7.361 -0.155
H 0.269 -6.222 0.493
H -0.230 -7.205 -0.879
H 4.594 -3.626 -1.857
H 5.727 -4.711 -1.136
H 4.618 -3.714 -0.026
H 1.356 -4.673 0.592
C 3.405 6.315 0.163
C 2.749 5.060 0.674
C 3.813 4.025 1.043
C 4.411 4.196 2.399
C 3.294 4.088 3.476
C 2.261 5.253 3.205
N 1.803 5.203 1.781
O 0.940 6.380 1.605
C 1.024 5.071 4.098
C 2.885 6.673 3.627
C 1.881 4.566 -0.525
H 2.701 7.035 -0.304
H 4.082 6.029 -0.650
H 4.029 6.733 0.874
H 3.340 3.013 0.990
H 4.468 4.043 0.151
H 4.991 5.109 2.504
H 5.099 3.374 2.645
H 3.757 4.214 4.402
H 2.762 3.128 3.542
H 0.179 5.734 3.819
H 0.645 4.082 4.004
H 1.261 5.218 5.177
H 3.341 7.185 2.785
H 2.270 7.431 3.963
H 3.732 6.499 4.321
H 0.969 5.152 -0.547
H 1.657 3.513 -0.538
H 2.313 4.799 -1.482
H 1.545 7.116 1.427
C 0.410 -5.207 5.154
C -0.631 -5.627 4.041
C -2.004 -5.732 4.613
C -2.837 -4.478 4.810
C -2.849 -3.681 3.509
C -1.471 -3.319 2.971
N -0.721 -4.644 2.927
O 0.598 -4.456 2.373
C -1.553 -2.806 1.515
C -0.842 -2.304 3.906
C -0.247 -7.044 3.578
H 0.238 -5.692 6.087
H 0.292 -4.137 5.349
H 1.447 -5.331 4.886
H -2.523 -6.285 3.827
H -2.035 -6.433 5.449
H -2.455 -3.864 5.608
H -3.840 -4.764 5.151
H -3.429 -2.762 3.548
H -3.304 -4.338 2.777
H -1.943 -3.644 0.949
H -2.284 -1.990 1.539
H -0.583 -2.502 1.185
H -1.502 -1.495 3.948
H -0.775 -2.704 4.875
H 0.190 -2.046 3.554
H -0.973 -7.631 3.007
H -0.037 -7.604 4.474
H 0.703 -6.954 3.077
H 1.191 -4.174 3.123

Mulliken population analysis, charges in e, atoms 1 to 5: Hg 1.965; Hg 3.072; C -0.588; C 0.616; C -0.215